# 1
The following is a DFT calculation (ωB97M-V with the def2-TZVPD basis set) of a cluster of 2 separate species, C4H12N2O2 in total.

## Properties
energy above the lowest of the compared OMol25 structures with the same formula, charge and spin	135.7	kcal per mole
F_max	0.51	eV/Å
LUMO level	0.7	eV
DFT total energy	-419.43215	a.u.
gap between HOMO and LUMO	7.6	eV
molecular weight	120.2	g mol⁻¹

Each atom is followed by the atoms it is bonded to, with distances in Å.
Cartesian coordinates (Å):
1 C 1.88 -0.69 -0.61  O2 1.273, O3 1.382, H6 1.105
2 O 1.73 0.50 -1.03  C1 1.273
3 O 2.93 -0.98 0.23  C1 1.382, H5 0.969
4 H 0.37 0.87 -0.44  N9 1.081
5 H 3.31 -0.13 0.49  O3 0.969
6 H 1.67 -1.56 -1.27  C1 1.105
7 H 0.65 -0.99 0.12  C11 1.317
8 C -0.25 1.23 1.51  N9 1.479, H16 1.088, H17 1.087, H18 1.090
9 N -0.52 0.71 0.15  H4 1.081, C8 1.479, N10 1.443, C11 1.546
10 N -1.64 1.41 -0.44  N9 1.443, H13 1.016, H14 1.027
11 C -0.66 -0.83 0.15  H7 1.317, N9 1.546, C12 1.387, H15 1.087
12 C -1.38 -1.39 -0.89  C11 1.387, H19 1.084, H20 1.080
13 H -1.32 1.75 -1.34  N10 1.016
14 H -2.31 0.66 -0.64  N10 1.027
15 H -0.88 -1.18 1.16  C11 1.087
16 H -1.14 1.10 2.13  C8 1.088
17 H 0.00 2.28 1.44  C8 1.087
18 H 0.59 0.67 1.93  C8 1.090
19 H -1.22 -1.08 -1.92  C12 1.084
20 H -1.83 -2.36 -0.74  C12 1.080

=====

# 2
The following is a DFT calculation (ωB97M-V with the def2-TZVPD basis set) of a cluster of 2 separate species, C4H12NO2 in total in a non-equilibrium geometry.

## Properties
energy above the lowest of the compared OMol25 structures with the same formula, charge and spin	58.0	kcal per mole
F_max	3.63	eV/Å
total charge	+1
LUMO level	-3.4	eV
DFT total energy	-364.54278	a.u.
gap between HOMO and LUMO	10.4	eV
molecular weight	106.1	g mol⁻¹

Each atom is followed by the atoms it is bonded to, with distances in Å.
Cartesian coordinates (Å):
1 C 0.11 -0.48 -0.52  C2 1.506, N6 1.607, H7 1.092, H8 1.091
2 C -0.42 0.06 -1.82  C1 1.506, C3 1.541, H9 1.088, H10 1.098
3 C -1.15 1.41 -1.66  C2 1.541, C4 1.529, H11 1.091, H12 1.108
4 C -0.25 2.60 -1.31  C3 1.529, O5 1.202, H13 1.103
5 O 0.89 2.57 -1.70  C4 1.202
6 N 1.56 0.16 -0.24  C1 1.607, H14 1.013, H15 1.019, H16 1.027
7 H -0.37 -0.29 0.44  C1 1.092
8 H 0.37 -1.52 -0.32  C1 1.091
9 H 0.30 -0.10 -2.62  C2 1.088
10 H -1.24 -0.64 -1.98  C2 1.098
11 H -2.05 1.61 -2.23  C3 1.091
12 H -1.70 1.18 -0.73  C3 1.108
13 H -0.81 3.25 -0.63  C4 1.103
14 H 2.32 -0.48 -0.46  N6 1.013
15 H 1.74 0.46 0.71  N6 1.019
16 H 1.42 0.97 -0.86  N6 1.027
17 H 0.05 -4.32 5.27  O19 0.962
18 H -0.50 -2.96 5.71  O19 0.961
19 O -0.29 -3.49 4.94  H17 0.962, H18 0.961